[1]
{"formula": "C4H9F3NOP", "method": "wB97M-V/def2-TZVPD", "energy_ev": -25269.0815, "e_lumo_ev": [0.96, -1.55], "spin_multiplicity": 3, "homo_ev": [-8.144, -10.248], "orbital_gap_ev": [9.1025, 8.6974], "elements": ["C", "C", "C", "C", "N", "O", "F", "F", "F", "P", "H", "H", "H", "H", "H", "H", "H", "H", "H"], "positions_angstrom": [[-2.392, 1.582, -0.761], [1.900, -3.165, -0.318], [-1.931, 0.162, -0.277], [1.830, 1.047, 0.105], [-0.061, 0.142, 2.051], [-0.585, 0.078, -0.495], [2.054, 1.171, -1.195], [1.577, 2.293, 0.613], [2.974, 0.540, 0.605], [0.463, -0.215, 0.634], [-1.876, 2.363, -0.252], [-2.059, 1.674, -1.738], [-3.469, 1.707, -0.744], [1.995, -2.236, -0.912], [2.449, -3.071, 0.601], [1.328, -4.036, -0.660], [-2.433, -0.464, -0.974], [-2.173, 0.109, 0.785], [0.410, 0.319, 2.932]], "nbo_charge": [-0.616, -0.511, -0.079, 0.717, -1.173, -0.790, -0.318, -0.332, -0.336, 1.498, 0.209, 0.204, 0.210, 0.159, 0.168, 0.181, 0.185, 0.208, 0.414]}


[2]
{"formula": "C4H9F3O2SSi", "method": "wB97M-V/def2-TZVPD", "energy_ev": -35248.3693, "e_lumo_ev": [-0.97, -4.19], "spin_multiplicity": 3, "homo_ev": [-5.025, -10.545], "orbital_gap_ev": [4.0574, 6.3540], "elements": ["C", "C", "C", "C", "O", "O", "F", "F", "F", "Si", "S", "H", "H", "H", "H", "H", "H", "H", "H", "H"], "positions_angstrom": [[1.479, 0.669, 1.623], [1.133, 0.610, -1.983], [1.484, -2.019, -0.121], [-2.045, 0.249, 0.862], [-4.145, -0.126, -0.823], [-3.070, 2.039, -0.700], [-1.960, -1.024, 1.452], [-1.091, 0.154, -0.228], [-1.475, 1.035, 1.753], [1.338, -0.108, -0.115], [-3.884, 1.049, -0.049], [0.724, 0.297, 2.187], [2.395, 0.424, 2.148], [1.346, 1.824, 1.657], [2.049, 0.386, -2.586], [0.172, 0.113, -2.407], [0.938, 1.606, -2.213], [2.193, -2.387, 0.642], [0.464, -2.510, -0.015], [1.954, -2.283, -1.082]], "nbo_charge": [-1.076, -1.040, -1.106, 0.879, -0.805, -0.799, -0.323, -0.352, -0.294, 1.152, 1.668, 0.211, 0.241, 0.242, 0.235, 0.228, 0.231, 0.241, 0.227, 0.241]}


[3]
{"formula": "C4H9FN", "method": "wB97M-V/def2-TZVPD", "energy_ev": -8493.7772, "smiles": "CC(F)=[N+](C)C", "e_lumo_ev": -4.29, "spin_multiplicity": 1, "homo_ev": -16.224, "orbital_gap_ev": 11.9370, "total_charge": 1, "elements": ["C", "C", "C", "C", "N", "F", "H", "H", "H", "H", "H", "H", "H", "H", "H"], "positions_angstrom": [[-0.901, 0.172, -0.055], [-1.647, 0.098, 1.159], [0.792, 0.113, -1.670], [1.309, -0.380, 0.775], [0.369, -0.053, -0.250], [-1.654, 0.390, -1.058], [-1.094, 0.487, 1.947], [-2.456, 0.863, 1.081], [-2.053, -0.895, 1.407], [0.544, 1.105, -2.106], [0.141, -0.553, -2.283], [1.789, -0.007, -1.974], [2.263, 0.004, 0.316], [1.459, -1.387, 0.907], [1.138, 0.043, 1.803]], "nbo_charge": [0.822, -0.745, -0.457, -0.428, -0.289, -0.235, 0.259, 0.287, 0.300, 0.250, 0.244, 0.258, 0.243, 0.239, 0.251]}


[4]
{"formula": "C4H9FN", "method": "wB97M-V/def2-TZVPD", "energy_ev": -8489.8445, "e_lumo_ev": -7.17, "spin_multiplicity": 1, "homo_ev": -15.729, "orbital_gap_ev": 8.5599, "total_charge": 1, "elements": ["C", "C", "C", "C", "N", "F", "H", "H", "H", "H", "H", "H", "H", "H", "H"], "positions_angstrom": [[0.866, 0.534, 0.061], [1.197, 1.889, 0.057], [0.604, -1.843, 0.095], [-1.323, -0.348, 0.052], [0.135, -0.471, 0.065], [3.054, -0.338, -0.036], [1.917, 2.083, -0.751], [0.333, 2.555, -0.081], [1.702, 2.149, 0.995], [1.663, -1.890, -0.160], [0.022, -2.441, -0.604], [0.469, -2.245, 1.102], [-1.695, -0.675, -0.922], [-1.648, 0.673, 0.233], [-1.733, -1.002, 0.820]], "nbo_charge": [0.939, -0.815, -0.431, -0.414, -0.337, -0.534, 0.355, 0.318, 0.342, 0.311, 0.246, 0.255, 0.261, 0.242, 0.262]}


[5]
{"formula": "C4H9FN", "method": "wB97M-V/def2-TZVPD", "energy_ev": -8490.1934, "e_lumo_ev": -3.09, "spin_multiplicity": 1, "homo_ev": -14.198, "orbital_gap_ev": 11.1067, "total_charge": 1, "elements": ["C", "C", "C", "C", "N", "F", "H", "H", "H", "H", "H", "H", "H", "H", "H"], "positions_angstrom": [[-1.232, 1.091, 1.039], [-1.287, 0.711, -0.375], [0.991, 0.112, 0.500], [1.441, -1.314, -0.988], [-0.461, 0.019, 0.542], [0.268, -1.889, -0.968], [-0.538, 1.843, 1.306], [-2.037, 0.781, 1.692], [-2.087, 0.146, -0.806], [-1.011, 1.489, -1.088], [1.486, -0.491, 1.280], [1.133, 0.995, -0.146], [2.360, -1.793, -0.705], [1.569, -0.647, -1.788], [-0.595, -1.054, 0.505]], "nbo_charge": [-0.194, -0.245, -0.337, 0.133, -0.397, -0.327, 0.246, 0.253, 0.255, 0.255, 0.270, 0.241, 0.197, 0.168, 0.482]}


[6]
{"formula": "C4H9FN2", "method": "wB97M-V/def2-TZVPD", "energy_ev": -9988.9988, "e_lumo_ev": 0.83, "spin_multiplicity": 1, "homo_ev": -9.118, "orbital_gap_ev": 9.9494, "elements": ["C", "C", "C", "C", "H", "H", "H", "H", "H", "H", "H", "H", "H", "N", "N", "F"], "positions_angstrom": [[1.094, -0.107, 0.360], [0.083, -0.845, -0.460], [-0.994, -0.128, 0.271], [-0.008, 0.927, 0.518], [2.211, 1.079, -0.767], [2.841, -0.556, -0.861], [1.171, -0.653, 1.277], [0.186, -0.682, -1.618], [0.194, -1.957, -0.357], [-0.904, -0.536, 1.397], [-2.715, -0.823, -0.603], [-3.077, 0.619, 0.254], [-0.174, 1.539, 1.476], [2.420, 0.134, -0.112], [-2.301, 0.067, -0.304], [-0.027, 1.923, -0.469]], "nbo_charge": [-0.096, -0.411, -0.075, 0.213, 0.358, 0.375, 0.188, 0.221, 0.200, 0.150, 0.372, 0.380, 0.160, -0.826, -0.838, -0.372]}


[7]
{"formula": "C4H9FNOS", "method": "wB97M-V/def2-TZVPD", "energy_ev": -21374.4779, "e_lumo_ev": -3.98, "spin_multiplicity": 1, "homo_ev": -12.829, "orbital_gap_ev": 8.8487, "total_charge": 1, "elements": ["C", "C", "C", "C", "N", "O", "F", "S", "H", "H", "H", "H", "H", "H", "H", "H", "H"], "positions_angstrom": [[-1.069, -1.370, -0.214], [1.108, -0.527, -0.546], [-0.670, -0.419, 0.963], [0.762, -0.030, 0.767], [-0.109, -1.065, -1.301], [0.434, -1.009, 1.661], [1.550, 0.976, 1.120], [-0.379, 3.042, 0.345], [-0.939, -2.448, 0.249], [-2.209, -1.139, -0.458], [1.594, 0.161, -1.304], [1.789, -1.485, -0.430], [-1.433, 0.139, 1.492], [-0.504, -0.433, -2.021], [0.037, 4.339, -0.010], [0.120, -1.958, -2.001], [-0.084, 3.224, 1.687]], "nbo_charge": [-0.301, -0.278, 0.007, 0.548, -0.531, -0.430, -0.266, -0.372, 0.278, 0.270, 0.270, 0.255, 0.250, 0.452, 0.196, 0.473, 0.178]}


[8]
{"formula": "C4H9FO2S", "method": "wB97M-V/def2-TZVPD", "energy_ev": -21940.2389, "smiles": "CC(C)(C)S(=O)(=O)F", "e_lumo_ev": 0.12, "spin_multiplicity": 1, "homo_ev": -10.906, "orbital_gap_ev": 11.0308, "elements": ["C", "C", "C", "C", "O", "O", "F", "S", "H", "H", "H", "H", "H", "H", "H", "H", "H"], "positions_angstrom": [[1.116, -0.105, -0.939], [-1.050, -1.067, -0.056], [-0.408, 1.112, 0.792], [0.167, -0.161, 0.221], [2.288, -1.952, 0.930], [1.014, -1.171, 2.961], [2.727, 0.322, 1.794], [1.571, -0.902, 1.638], [2.039, 0.462, -0.696], [1.468, -1.125, -1.129], [0.569, 0.213, -1.868], [-1.573, -0.501, -0.840], [-1.550, -1.095, 0.830], [-0.651, -1.943, -0.445], [-0.518, 0.955, 1.861], [0.113, 1.995, 0.690], [-1.420, 1.377, 0.349]], "nbo_charge": [-0.691, -0.631, -0.676, 0.031, -0.904, -0.878, -0.511, 2.180, 0.241, 0.248, 0.229, 0.225, 0.225, 0.222, 0.241, 0.227, 0.222]}


| no. | molecular weight (g mol⁻¹) |
| --- | --- |
| 1 | 175.09 |
| 2 | 206.26 |
| 3 | 90.12 |
| 4 | 90.12 |
| 5 | 90.12 |
| 6 | 104.13 |
| 7 | 138.19 |
| 8 | 140.18 |